1.
The following is a quantum chemistry calculation of the molecule C4H5NO3 at a distorted geometry, from OMol25.

Element x y z (Å)
1 O -3.1055 -0.6171 0.0206
2 C -1.9078 -0.5725 -0.1501
3 O -1.1890 -1.6971 0.0363
4 C -1.3423 0.7713 -0.0434
5 C -0.0826 1.2554 0.0304
6 C 1.2569 0.7131 -0.1047
7 N 1.3357 -0.5678 0.0533
8 O 2.6222 -1.0453 -0.0225
9 H -0.1957 -1.4341 0.0328
10 H -2.0245 1.5913 -0.0122
11 H -0.1099 2.3290 0.2521
12 H 2.1761 1.2834 0.0073
13 H 2.5664 -2.0097 -0.1001

- SMILES: O=C(O)/C=C\C=N\O
- Energy above the lowest of the compared OMol25 structures with the same formula, charge and spin: 290.45 kJ/mol
- E_HOMO: -0.3629 Eh
- Frontier orbital gap: 0.336 Ha
- LUMO level: -0.027 Eh
- Multiplicity: 1
- Electronic energy: -11858.9908 eV



2.
The following is a quantum chemistry calculation of a structure of composition C4H5NO3 at a distorted geometry, from OMol25.

Element x y z (Å)
1 C 0.6666 0.2531 -0.2908
2 C -0.5880 0.9344 -0.0271
3 C -1.4069 0.0253 0.3836
4 C 0.3710 -1.1336 -0.2214
5 H 1.3945 2.2795 -0.4596
6 H 2.7974 0.7221 -0.6182
7 H -0.9519 2.0044 0.4455
8 H -2.7026 -0.5919 2.1608
9 H 1.2444 -2.1184 -1.4975
10 N 1.6982 1.0992 -0.7812
11 O -2.5755 0.1380 0.8858
12 O -1.0138 -1.2925 0.3098
13 O 1.0666 -2.3198 -0.2897

- Energy above the lowest of the compared OMol25 structures with the same formula, charge and spin: 784.70 kJ/mol
- E_HOMO: -0.2720 Eh
- Frontier orbital gap: 0.241 Ha
- LUMO level: -0.031 Eh
- Multiplicity: 1
- Electronic energy: -11853.8682 eV



3.
The following is a quantum chemistry calculation of a structure of composition C4H5NO3 at a distorted geometry, from OMol25.

Element x y z (Å)
1 C -1.4976 -0.8882 0.0859
2 C -0.3424 0.0631 0.0204
3 C 1.0108 1.8018 0.0911
4 C 0.9772 -0.4839 -0.0814
5 H -2.0085 1.0211 -0.2711
6 H -1.4091 -1.8037 -0.6105
7 H -1.4434 -1.4221 1.3613
8 H 1.3911 2.7242 0.0164
9 H 2.7057 -1.5065 -0.3778
10 N -0.2755 1.5103 0.1346
11 O -2.5941 0.0677 -0.2238
12 O 1.8298 0.6256 -0.1952
13 O 1.6559 -1.7096 0.0501

- Energy above the lowest of the compared OMol25 structures with the same formula, charge and spin: 472.39 kJ/mol
- E_HOMO: -0.3220 Eh
- Frontier orbital gap: 0.326 Ha
- LUMO level: 0.005 Eh
- Multiplicity: 1
- Electronic energy: -11857.1051 eV



4.
The following is a quantum chemistry calculation of a structure of composition C4H5NO3 at a distorted geometry, from OMol25.

Element x y z (Å)
1 C -0.0021 -1.6268 -0.5158
2 C 0.0365 -0.2388 0.2483
3 C -0.2164 0.1342 1.4322
4 C -0.1346 1.5208 1.2648
5 H -1.0082 -2.2651 0.1405
6 H 1.1645 -2.0376 -0.4641
7 H -0.3645 -1.2598 -1.6930
8 H -0.1384 -0.5680 2.4534
9 H 0.7306 0.5525 -2.5289
10 N 0.3464 0.6957 -0.6990
11 O -0.2328 2.3660 2.1044
12 O 0.1174 1.9753 0.0652
13 O -0.2984 0.7517 -1.8078

- Energy above the lowest of the compared OMol25 structures with the same formula, charge and spin: 801.41 kJ/mol
- E_HOMO: -0.3468 Eh
- Frontier orbital gap: 0.327 Ha
- LUMO level: -0.019 Eh
- Multiplicity: 1
- Electronic energy: -11853.6951 eV



5.
The following is a quantum chemistry calculation of the molecule C4H5NO3 at a distorted geometry, from OMol25.

Element x y z (Å)
1 O -1.7967 0.0517 1.7558
2 C -0.9541 -0.0554 0.8959
3 C 0.5078 0.2495 1.1997
4 N 1.5338 0.5790 0.5710
5 O 1.5945 0.5021 -0.7113
6 C 0.9015 -0.4681 -1.3205
7 C -0.5446 -0.2252 -1.5397
8 O -1.2425 -0.4689 -0.3587
9 H 0.6717 0.4459 2.2952
10 H 1.0308 -1.3764 -0.7484
11 H 1.2631 -0.6885 -2.3384
12 H -0.7061 0.8300 -1.8320
13 H -0.9023 -0.9467 -2.2722

- SMILES: O=C1C=NOCCO1
- Energy above the lowest of the compared OMol25 structures with the same formula, charge and spin: 342.60 kJ/mol
- E_HOMO: -0.3760 Eh
- Frontier orbital gap: 0.382 Ha
- LUMO level: 0.006 Eh
- Multiplicity: 1
- Electronic energy: -11858.4502 eV



6.
The following is a quantum chemistry calculation of the molecule C4H5NO3 at a distorted geometry, from OMol25.

Element x y z (Å)
1 O 1.4427 0.4171 -1.4376
2 C 1.2103 0.8475 -0.3266
3 C 0.1439 0.3214 0.5353
4 C -0.4339 -1.0122 0.0688
5 C -0.2663 -1.6060 -1.1143
6 N -0.8448 -2.8802 -1.3661
7 O -1.7804 -3.1421 -0.6314
8 O -0.4117 -3.5253 -2.2681
9 H 1.9490 1.5058 -0.0161
10 H -0.6108 1.0374 0.6336
11 H 0.4627 0.1681 1.4808
12 H -0.9741 -1.4450 0.9469
13 H 0.0030 -1.0467 -1.9682

- SMILES: O=CC/C=C/[N+](=O)[O-]
- Energy above the lowest of the compared OMol25 structures with the same formula, charge and spin: 500.50 kJ/mol
- E_HOMO: -0.3787 Eh
- Frontier orbital gap: 0.373 Ha
- LUMO level: -0.006 Eh
- Multiplicity: 1
- Electronic energy: -11856.8137 eV



7.
The following is a quantum chemistry calculation of a structure of composition C4H5NOS at a distorted geometry, from OMol25.

Element x y z (Å)
1 C -0.9231 -1.1839 0.5338
2 C 0.0682 -0.6217 1.1700
3 C -1.7839 -0.1530 -0.1830
4 C 1.6251 0.9103 -0.6587
5 N -1.1392 1.0676 -0.2623
6 O -2.8506 -0.4225 -0.6979
7 S 0.1139 1.1122 0.6036
8 H -1.3857 -2.1793 0.5782
9 H 0.7884 -1.2260 1.7589
10 H 2.6621 0.9445 -0.4127
11 H 1.4284 1.7774 -1.3573
12 H 1.3963 -0.0258 -1.0725

- Energy above the lowest of the compared OMol25 structures with the same formula, charge and spin: 253.70 kJ/mol
- E_HOMO: -0.3365 Eh
- Frontier orbital gap: 0.338 Ha
- LUMO level: 0.002 Eh
- Multiplicity: 1
- Electronic energy: -18599.2895 eV



8.
The following is a quantum chemistry calculation of a structure of composition C4H5NOS at a distorted geometry, from OMol25.

Element x y z (Å)
1 C -0.9168 -1.5119 1.2239
2 C -0.9165 0.5233 -0.9722
3 C 0.3754 -1.0258 1.0970
4 C -0.1548 0.7999 0.3547
5 N -2.0513 -1.7896 1.1658
6 O -0.4158 0.4579 -2.0868
7 S 1.3531 1.7533 0.1633
8 H -2.0167 0.3672 -0.7377
9 H 1.0653 -1.5966 0.5254
10 H 0.6681 -0.6444 2.0370
11 H -0.7839 1.2342 1.0998
12 H 1.3730 1.9534 -1.1611

- Energy above the lowest of the compared OMol25 structures with the same formula, charge and spin: 267.15 kJ/mol
- E_HOMO: -0.3448 Eh
- Frontier orbital gap: 0.322 Ha
- LUMO level: -0.023 Eh
- Multiplicity: 1
- Electronic energy: -18599.1501 eV



What is the energy above the lowest of the compared OMol25 structures with the same formula, charge and spin in the fourth record? 801.41 kJ/mol



The lowest frontier orbital gap belongs to which entry? number 2



Among the records above, which one has the lowest energy above the lowest of the compared OMol25 structures with the same formula, charge and spin? number 7